{"formula": "C16H24N2O4S", "method": "ωB97M-V/def2-TZVPD", "e_homo_ev": -9.0, "smiles": "CCNS(=O)(=O)c1ccc(OC)c(C(=O)NC2CCCCC2)c1", "charge": 0, "relative_energy_kcal_mol": 9.7, "e_tot_ha": -1432.7536, "elements": ["S", "O", "O", "O", "O", "N", "N", "C", "C", "C", "C", "C", "C", "C", "C", "C", "C", "C", "C", "C", "C", "C", "C", "H", "H", "H", "H", "H", "H", "H", "H", "H", "H", "H", "H", "H", "H", "H", "H", "H", "H", "H", "H", "H", "H", "H", "H"], "coordinates": [[2.9258, -2.2500, -0.8805], [-0.1196, 0.1123, 3.5835], [4.3211, -2.3488, -0.5672], [-2.1751, 0.1413, 1.5704], [2.5228, -1.5665, -2.0795], [-1.0090, 1.3953, 0.0909], [2.3299, -3.8019, -0.8649], [-2.1293, 2.1672, -0.4040], [1.7836, -1.2004, 2.8436], [0.2340, -0.0817, 4.9331], [2.4936, -1.7298, 1.7806], [0.8919, -0.8147, 0.2462], [-1.3798, 2.2389, -2.8241], [0.1642, -0.2823, 1.2969], [-1.1315, 0.4308, 1.0258], [-0.0400, -4.3779, -0.6099], [2.0472, -1.5304, 0.4913], [0.6134, -0.4715, 2.6184], [-1.8479, 3.6684, -0.2950], [-2.4633, 1.7822, -1.8503], [1.1030, -4.0858, -1.5790], [-0.7731, 4.1207, -1.2813], [-1.1593, 3.7441, -2.7084], [-2.0796, 4.2653, -2.9819], [3.0518, -4.4992, -0.8912], [-0.3769, 4.0603, -3.4010], [0.2257, -1.1419, 5.2021], [-0.2014, -3.5311, 0.0521], [-0.6450, 5.2024, -1.2049], [-1.6784, 1.9858, -3.8433], [1.2164, 0.3466, 5.1566], [1.2449, -4.9322, -2.2562], [3.4027, -2.2876, 1.9371], [0.8716, -3.2031, -2.1816], [0.1943, -5.2496, -0.0043], [2.1459, -1.3565, 3.8469], [-2.5941, 0.7001, -1.9108], [-1.5442, 3.9042, 0.7267], [-0.4441, 1.7137, -2.6192], [-2.9706, 1.9006, 0.2453], [0.5687, -0.6934, -0.7764], [-0.5273, 0.4413, 5.5092], [-2.7743, 4.2070, -0.5032], [-0.9549, -4.5707, -1.1637], [-3.4114, 2.2510, -2.1208], [-0.1080, 1.5659, -0.3250], [0.1857, 3.6614, -1.0294]]}